[1]
The following is a DFT calculation (ωB97M-V/def2-TZVPD) of one molecule with the formula C6H17N3.

Geometry as ORCA input:
```
! RIJCOSX wB97M-V def2-TZVPD def2/J DEFGRID3
* xyz 0 1
C -2.430 -1.538 0.701
C -1.064 -1.049 0.229
C 0.008 -1.979 0.776
N -1.242 0.628 0.424
C -0.170 1.345 -0.184
C -0.393 1.497 -1.688
N 1.124 0.701 0.201
C 2.069 0.313 -0.837
N 1.743 1.460 1.232
H -2.525 -1.345 1.769
H -3.221 -1.004 0.181
H -2.557 -2.606 0.515
H -1.036 -1.056 -0.859
H -0.173 -3.004 0.445
H 1.007 -1.785 0.399
H 0.006 -1.981 1.867
H -1.214 0.783 1.427
H -0.140 2.353 0.258
H 0.353 2.157 -2.130
H -1.373 1.942 -1.837
H -0.378 0.538 -2.201
H 1.585 -0.388 -1.512
H 2.888 -0.237 -0.368
H 2.474 1.176 -1.385
H 2.376 0.854 1.747
H 2.285 2.229 0.828
*
```

**Highest occupied orbital energy**: -8.3173 eV

***

[2]
The following is a DFT calculation (ωB97M-V/def2-TZVPD) of an isolated ion of composition C6H17N3P and charge +1.

Geometry as ORCA input:
```
! RIJCOSX wB97M-V def2-TZVPD def2/J DEFGRID3
* xyz 1 1
C -3.235 -1.687 -0.203
C -1.893 -1.338 0.332
C -1.137 -0.232 -0.350
N -1.493 1.079 0.026
C -0.597 2.134 -0.376
C 0.854 1.858 0.127
C 1.371 0.554 -0.342
N 2.910 0.316 0.427
P 3.871 -0.881 -0.413
N 0.400 -0.583 0.076
H -3.926 -0.833 -0.263
H -3.695 -2.308 0.578
H -3.378 -2.124 -1.244
H -1.378 -2.331 0.282
H -2.022 -1.243 1.407
H -1.411 -0.420 -1.393
H -1.624 1.114 1.121
H -0.913 3.100 -0.065
H -0.480 2.192 -1.494
H 1.519 2.703 -0.136
H 0.990 1.806 1.234
H 1.747 0.337 -1.332
H 3.328 1.164 0.545
H 5.105 -0.435 0.241
H 3.738 -1.955 0.595
H 0.816 -1.349 -0.427
H 0.532 -0.636 1.047
*
```

**Highest occupied orbital energy**: -12.4731 eV

***

[3]
The following is a DFT calculation (ωB97M-V/def2-TZVPD) of an isolated ion of composition C6H17N4Si and charge +1.

Geometry as ORCA input:
```
! RIJCOSX wB97M-V def2-TZVPD def2/J DEFGRID3
* xyz 1 1
C 2.669 -1.190 0.245
Si 1.568 0.325 -0.059
C 1.055 0.615 -1.853
C 1.946 1.831 1.019
N -0.127 -0.267 0.711
N -0.965 0.847 0.564
C -2.161 0.708 0.110
N -2.910 1.804 -0.054
C -2.779 -0.612 -0.263
C -1.964 -1.737 0.374
N -0.573 -1.453 0.061
H 2.635 -1.536 1.276
H 2.410 -2.026 -0.401
H 3.705 -0.944 0.033
H 0.371 1.455 -1.940
H 1.920 0.836 -2.471
H 0.567 -0.260 -2.275
H 1.097 2.508 1.063
H 2.204 1.553 2.039
H 2.790 2.386 0.619
H -0.027 -0.401 1.730
H -3.860 1.739 -0.371
H -2.536 2.701 0.203
H -3.818 -0.651 0.065
H -2.757 -0.715 -1.350
H -2.146 -1.771 1.460
H -2.224 -2.703 -0.055
H 0.043 -2.217 0.317
*
```

**Highest occupied orbital energy**: -13.1230 eV

***

[4]
The following is a DFT calculation (ωB97M-V/def2-TZVPD) of a 2-piece molecular cluster, C6H17N5O2 overall.

Geometry as ORCA input:
```
! RIJCOSX wB97M-V def2-TZVPD def2/J DEFGRID3
* xyz 0 1
H -1.796 -0.939 -1.450
N -1.472 -1.359 -0.587
C -0.239 -1.146 -0.328
N 0.348 -1.743 0.731
C 0.748 -0.290 -1.134
C 0.015 0.725 -2.021
C 1.622 -1.219 -1.985
N 1.612 0.368 -0.152
H 1.219 -1.320 1.019
H -0.243 -2.116 1.456
H -0.617 0.232 -2.757
H -0.597 1.379 -1.401
H 0.740 1.332 -2.561
H 2.406 -0.645 -2.478
H 2.086 -1.970 -1.352
H 1.024 -1.718 -2.744
H 2.301 0.943 -0.624
H 1.060 0.974 0.449
N -1.273 2.136 1.119
C -0.988 1.170 2.110
N 0.175 1.396 2.865
C -1.726 0.058 2.212
O -2.805 -0.208 1.420
O -1.365 -0.962 3.095
H -1.249 3.082 1.483
H -2.180 1.942 0.711
H 0.282 0.678 3.570
H 0.202 2.320 3.282
H -2.511 -0.770 0.650
H -2.150 -1.510 3.201
*
```

**Highest occupied orbital energy**: -7.1234 eV

***

[5]
The following is a DFT calculation (ωB97M-V/def2-TZVPD) of a 2-piece molecular cluster, C6H17NO overall.

Geometry as ORCA input:
```
! RIJCOSX wB97M-V def2-TZVPD def2/J DEFGRID3
* xyz -1 2
C 0.395 -1.751 -2.179
C 0.949 -0.695 -1.299
N -0.007 0.372 -0.876
C -2.846 0.091 0.475
C -1.703 1.111 0.726
C -0.340 0.473 0.517
C 0.729 1.391 1.218
H -0.333 -2.374 -1.655
H 1.222 -2.426 -2.449
H -0.023 -1.403 -3.120
H 1.760 -0.063 -1.686
H 1.422 -0.980 -0.356
H -0.722 0.730 -1.492
H -2.785 -0.740 1.173
H -3.780 0.630 0.690
H -2.894 -0.259 -0.553
H -1.842 1.511 1.730
H -1.845 1.997 0.094
H -0.353 -0.441 1.124
H 0.437 1.813 2.182
H 1.653 0.873 1.469
H 1.077 2.151 0.516
H 3.355 -0.200 0.620
H 3.150 -0.760 2.027
O 3.327 -1.051 1.104
*
```

**Highest occupied orbital energy (spin up / spin down)**: 1.1021 / -4.9470 eV
**Expectation value of S²**: 0.75

***

[6]
The following is a DFT calculation (ωB97M-V/def2-TZVPD) of a 2-piece molecular cluster, C6H17NO overall.

Geometry as ORCA input:
```
! RIJCOSX wB97M-V def2-TZVPD def2/J DEFGRID3
* xyz 0 1
C -2.061 0.720 1.041
C -1.976 -0.098 -0.235
C -0.955 -1.201 -0.162
C 0.516 -0.682 -0.460
C 1.099 -2.047 -0.932
N 1.039 0.082 0.646
C 2.479 0.036 0.810
H -1.058 1.007 1.212
H -2.421 0.146 1.780
H -2.550 1.650 0.732
H -1.803 0.381 -1.229
H -2.894 -0.719 -0.305
H -1.153 -1.925 -1.055
H -1.007 -1.752 0.665
H 0.440 0.005 -1.397
H 2.128 -2.156 -0.590
H 1.027 -2.270 -2.046
H 0.542 -2.891 -0.424
H 0.460 -0.150 1.510
H 2.777 0.297 1.887
H 2.984 0.615 -0.047
H 3.138 -0.845 0.554
O -0.363 2.798 -0.635
H 0.048 2.219 0.114
H 0.365 3.063 -1.171
*
```

**Highest occupied orbital energy**: -8.9690 eV

***

[7]
The following is a DFT calculation (ωB97M-V/def2-TZVPD) of a 2-piece molecular cluster, C6H17NO overall.

Geometry as ORCA input:
```
! RIJCOSX wB97M-V def2-TZVPD def2/J DEFGRID3
* xyz 0 1
C -0.875 -1.645 -1.962
N -0.082 -0.688 -1.154
C -0.588 -0.442 0.200
C 0.008 -1.420 1.212
C -0.320 1.046 0.574
C -1.231 1.451 1.722
C 1.142 1.354 0.919
H -0.886 -1.347 -3.010
H -1.877 -1.665 -1.554
H -0.469 -2.649 -1.893
H 0.849 -1.083 -1.078
H -1.672 -0.513 0.196
H 1.084 -1.295 1.227
H -0.412 -1.252 2.204
H -0.188 -2.451 0.926
H -0.523 1.592 -0.354
H -2.257 1.154 1.574
H -0.855 0.930 2.607
H -1.109 2.481 2.045
H 1.369 1.367 1.977
H 1.472 2.324 0.544
H 1.782 0.573 0.492
O 1.944 1.075 -2.608
H 1.094 0.719 -2.284
H 2.598 0.383 -2.522
*
```

**Highest occupied orbital energy**: -9.1541 eV

***

[8]
The following is a DFT calculation (ωB97M-V/def2-TZVPD) of a 4-piece molecular cluster, C6H17NO3 overall.

Geometry as ORCA input:
```
! RIJCOSX wB97M-V def2-TZVPD def2/J DEFGRID3
* xyz 0 1
C 1.840 0.696 -2.412
C 0.773 0.562 -1.635
C 1.030 0.650 -0.158
C 0.775 1.732 0.578
C 1.241 1.897 1.998
N 1.418 -0.555 0.513
C 0.491 -1.686 0.334
H 1.869 0.792 -3.481
H 2.766 0.836 -1.875
H -0.266 0.456 -1.930
H 0.287 2.597 0.142
H 0.458 1.647 2.719
H 1.394 2.963 2.222
H 2.220 1.470 2.186
H 2.353 -0.909 0.423
H -0.552 -1.388 0.250
H 0.657 -2.373 1.160
H 0.696 -2.210 -0.613
O -1.825 0.533 1.384
H -0.891 0.309 1.314
H -1.948 1.473 1.519
O -3.145 -1.827 0.916
H -3.186 -0.995 0.428
H -3.117 -1.472 1.813
O -2.173 -1.772 -2.717
H -1.392 -1.508 -3.229
H -1.771 -1.917 -1.849
*
```

**Highest occupied orbital energy**: -8.8584 eV

***

[9]
The following is a DFT calculation (ωB97M-V/def2-TZVPD) of one molecule with the formula C6H17NO5P2S2.

Geometry as ORCA input:
```
! RIJCOSX wB97M-V def2-TZVPD def2/J DEFGRID3
* xyz 0 1
C -1.442 0.398 -3.860
O -1.960 -0.877 -3.428
P -2.420 -0.963 -1.844
S -3.642 0.536 -1.308
O -3.323 -2.338 -1.683
C -4.323 -2.451 -2.704
S -0.676 -0.853 -0.671
C -1.480 -0.518 0.974
C -0.493 -0.408 2.154
O 0.471 0.640 1.947
P 2.012 0.123 1.652
O 2.288 -1.258 2.050
O 2.207 0.229 0.093
N 3.096 1.245 2.401
C 3.089 2.650 1.976
C 4.496 0.802 2.550
H -2.227 1.168 -3.849
H -1.090 0.285 -4.872
H -0.596 0.720 -3.257
H -4.853 -1.501 -2.911
H -5.048 -3.177 -2.411
H -3.838 -2.875 -3.621
H -2.159 -1.335 1.192
H -2.073 0.435 0.908
H -0.088 -1.411 2.293
H -1.066 -0.227 3.060
H 1.450 -0.286 -0.180
H 2.099 3.136 2.084
H 3.285 2.737 0.939
H 3.795 3.277 2.556
H 4.487 -0.205 2.920
H 5.007 1.478 3.264
H 5.014 0.823 1.588
*
```

**Highest occupied orbital energy**: -8.8067 eV

***

[10]
The following is a DFT calculation (ωB97M-V/def2-TZVPD) of an isolated ion of composition C6H17NOP and charge +1.

Geometry as ORCA input:
```
! RIJCOSX wB97M-V def2-TZVPD def2/J DEFGRID3
* xyz 1 1
C -0.975 -0.695 -1.674
C -0.446 0.163 -0.615
N -1.421 0.459 0.511
C -0.855 1.400 1.548
C -1.925 -0.737 1.322
P 1.199 -0.407 0.010
C 2.134 1.150 0.178
C 2.019 -1.333 -1.378
O 1.073 -1.264 1.162
H -0.930 -1.742 -1.450
H -0.483 -0.549 -2.615
H -2.036 -0.334 -1.893
H -0.423 1.166 -1.033
H -2.183 0.871 -0.059
H -0.126 0.907 2.089
H -0.351 2.097 0.969
H -1.542 1.950 2.132
H -1.151 -1.283 1.786
H -2.613 -0.230 2.162
H -2.406 -1.418 0.587
H 2.709 1.547 -0.603
H 1.668 2.044 0.590
H 2.776 0.969 0.971
H 1.232 -2.182 -1.489
H 2.117 -0.788 -2.249
H 2.939 -1.762 -0.960
*
```

**Highest occupied orbital energy**: -14.1224 eV

***

[11]
The following is a DFT calculation (ωB97M-V/def2-TZVPD) of a 3-piece molecular cluster, C6H17NS overall.

Geometry as ORCA input:
```
! RIJCOSX wB97M-V def2-TZVPD def2/J DEFGRID3
* xyz -1 2
C -0.064 -1.070 1.940
C -1.299 -0.193 2.087
C -1.247 0.634 3.370
N -0.065 -1.960 0.777
H 0.807 -0.418 1.826
H 0.094 -1.713 2.817
H -2.195 -0.833 2.061
H -1.329 0.475 1.217
H -1.241 -0.016 4.242
H -0.337 1.240 3.382
H -2.093 1.330 3.450
H -0.923 -2.508 0.753
H -0.058 -1.388 -0.061
H 1.624 -0.295 -0.188
C 1.872 0.615 -3.213
C 0.528 0.063 -2.751
C -0.231 0.960 -1.773
S 0.729 1.569 -0.339
H 1.742 1.597 -3.682
H 2.324 -0.077 -3.936
H 2.523 0.765 -2.350
H -0.123 -0.107 -3.620
H 0.685 -0.936 -2.314
H -1.117 0.424 -1.407
H -0.605 1.843 -2.287
*
```

**Highest occupied orbital energy (spin up / spin down)**: -1.1814 / -3.1392 eV
**Expectation value of S²**: 0.76

***

[12]
The following is a DFT calculation (ωB97M-V/def2-TZVPD) of one molecule with the formula C6H17NSi.

Geometry as ORCA input:
```
! RIJCOSX wB97M-V def2-TZVPD def2/J DEFGRID3
* xyz 0 1
C 0.761 -2.621 0.964
C 0.858 -1.135 1.338
Si -0.822 0.181 0.438
C -2.150 -0.827 -0.639
N -1.224 1.033 1.919
C -0.044 1.411 -0.832
C 0.573 0.770 -2.067
C 1.189 2.134 -0.298
H -0.191 -3.058 1.240
H 1.143 -2.884 -0.096
H 1.535 -3.253 1.480
H 1.655 -0.694 0.918
H 0.785 -0.950 2.383
H -3.127 -0.708 -0.320
H -1.921 -0.762 -1.698
H -1.910 -1.850 -0.350
H -0.953 1.986 1.736
H -1.961 0.887 2.548
H -0.794 2.104 -1.143
H -0.216 0.278 -2.656
H 1.115 1.449 -2.693
H 1.214 -0.066 -1.810
H 1.953 1.249 -0.405
H 1.047 2.277 0.817
H 1.482 3.048 -0.773
*
```

**Highest occupied orbital energy**: -8.2493 eV

***

[13]
The following is a DFT calculation (ωB97M-V/def2-TZVPD) of C6H18AgBrN3O3 as an isolated structure.

Geometry as ORCA input:
```
! RIJCOSX wB97M-V def2-TZVPD def2/J DEFGRID3
* xyz -2 2
Ag 0.180 -1.041 0.287
C -0.439 -3.073 3.480
O -0.203 -1.974 2.683
H -1.451 -3.141 3.880
H -0.176 -4.027 3.023
H 0.138 -3.064 4.405
Br -1.001 -3.513 -0.860
C 2.981 2.450 0.788
C 1.868 1.456 0.372
C 1.469 1.601 -1.110
O 0.554 0.554 -1.408
C 0.143 0.313 -2.694
N 2.441 0.087 0.728
H 3.384 2.363 1.796
H 2.635 3.479 0.688
H 3.699 2.339 -0.025
H 1.020 1.669 1.023
H 2.359 1.378 -1.698
H 1.010 2.574 -1.288
H -0.781 -0.250 -2.555
H 0.855 -0.261 -3.287
H -0.239 1.213 -3.177
H 2.903 0.031 1.624
H 3.085 -0.194 0.002
C -2.852 0.021 -0.582
O -1.960 -0.055 0.273
N -3.805 0.868 -0.563
N -3.016 -0.982 -1.366
H -4.387 0.638 -1.356
H -4.279 1.129 0.290
H -2.364 -1.752 -1.358
H -3.774 -0.832 -2.017
*
```

**Highest occupied orbital energy (spin up / spin down)**: 3.0606 / -0.1622 eV
**Expectation value of S²**: 0.75

***

[14]
The following is a DFT calculation (ωB97M-V/def2-TZVPD) of C6H18AsBiF11N4OTe as an isolated structure.

Geometry as ORCA input:
```
! RIJCOSX wB97M-V def2-TZVPD def2/J DEFGRID3
* xyz 2 2
Bi -0.170 -0.307 0.277
N 2.131 -0.260 0.231
C 2.717 0.602 -0.816
C 2.067 1.987 -0.830
N 0.590 1.965 -0.747
C -0.106 1.960 -2.059
C 0.187 0.735 -2.910
N -0.136 -0.507 -2.172
C 0.041 2.999 0.137
C 0.214 2.713 1.645
N -0.618 1.625 2.087
H 2.447 -0.012 1.170
H 2.422 -1.238 0.114
H 2.605 0.085 -1.766
H 3.788 0.718 -0.645
H 2.372 2.509 -1.741
H 2.445 2.572 0.009
H 0.174 2.854 -2.626
H -1.178 2.029 -1.860
H 1.231 0.707 -3.214
H -0.399 0.808 -3.826
H 0.509 -1.269 -2.375
H -1.057 -0.862 -2.428
H -1.023 3.111 -0.078
H 0.515 3.962 -0.074
H -0.076 3.630 2.174
H 1.249 2.496 1.909
H -1.615 1.830 2.159
H -0.319 1.076 2.904
F 0.575 -0.802 2.348
As -0.589 -1.819 3.635
F 0.724 -1.711 4.693
F -1.041 -0.182 4.076
F -1.692 -2.582 4.622
F -1.681 -1.610 2.261
F 0.058 -3.206 2.901
F 0.384 -4.728 -1.384
Te 0.889 -3.844 0.148
F 1.958 -2.874 1.345
F 1.834 -5.282 0.752
F 2.177 -3.134 -1.032
F -0.620 -4.568 0.901
O -0.129 -2.300 -0.145
*
```

**Highest occupied orbital energy (spin up / spin down)**: -17.7462 / -17.9322 eV
**Expectation value of S²**: 0.76

***

[15]
The following is a DFT calculation (ωB97M-V/def2-TZVPD) of C6H18BF4KO3 as an isolated structure.

Geometry as ORCA input:
```
! RIJCOSX wB97M-V def2-TZVPD def2/J DEFGRID3
* xyz 0 1
K -18.430 5.712 -22.725
B -17.697 8.926 -23.664
F -19.101 8.867 -23.729
F -17.155 8.384 -24.855
F -17.245 10.231 -23.489
F -17.278 8.158 -22.539
C -19.122 5.987 -26.139
C -20.071 4.865 -25.757
O -19.437 3.961 -24.828
H -19.361 6.371 -27.131
H -18.132 5.544 -26.289
H -19.040 6.810 -25.430
H -20.348 4.337 -26.671
H -20.998 5.232 -25.312
H -19.546 3.075 -25.178
C -14.912 3.932 -22.717
C -14.945 5.285 -23.395
O -14.956 5.060 -24.795
H -14.005 3.355 -22.889
H -15.759 3.342 -23.082
H -15.042 4.013 -21.635
H -14.088 5.882 -23.064
H -15.835 5.853 -23.112
H -15.042 5.909 -25.247
C -17.602 3.369 -18.950
C -17.274 4.847 -18.815
O -17.102 5.356 -20.159
H -18.551 3.213 -19.467
H -17.747 2.890 -17.978
H -16.783 2.892 -19.483
H -16.375 4.943 -18.205
H -18.118 5.392 -18.383
H -16.751 6.257 -20.093
*
```

**Highest occupied orbital energy**: -10.4816 eV

***

[16]
The following is a DFT calculation (ωB97M-V/def2-TZVPD) of C6H18BF4O9SSn as an isolated structure.

Geometry as ORCA input:
```
! RIJCOSX wB97M-V def2-TZVPD def2/J DEFGRID3
* xyz 1 1
Sn -2.464 3.364 -3.260
B -1.617 1.411 -0.949
F -2.907 1.964 -0.691
F -0.686 2.481 -0.991
F -1.204 0.489 -0.038
F -1.636 0.944 -2.288
O 2.746 -2.944 1.065
S 1.571 -2.891 1.869
O 0.730 -4.040 2.000
O 2.037 -2.446 3.325
C 1.132 -2.608 4.446
C 1.292 -1.368 5.300
C 0.629 -1.452 1.348
H 1.388 -3.505 5.003
H 0.133 -2.701 4.018
H 0.851 -1.437 6.293
H 0.989 -0.465 4.775
H 2.363 -1.304 5.516
H -0.167 -1.294 2.070
H 0.365 -1.512 0.302
H 1.404 -0.711 1.553
O -4.135 3.578 1.045
H -3.923 2.996 0.305
H -5.014 3.924 0.862
O -1.210 2.633 2.003
H -1.179 2.127 1.184
H -0.321 2.562 2.365
O -4.032 0.342 -3.877
H -4.955 0.224 -3.620
H -3.546 -0.303 -3.346
C 1.228 -0.086 -3.423
C 2.698 -0.424 -3.250
O 3.293 0.258 -4.371
C 2.473 1.270 -4.752
O 2.847 2.219 -5.353
O 1.306 1.195 -4.060
H 0.698 -0.157 -2.479
H 0.777 -0.775 -4.141
H 2.898 -1.477 -3.438
H 3.146 -0.084 -2.319
*
```

**Highest occupied orbital energy**: -12.8942 eV

***

[17]
The following is a DFT calculation (ωB97M-V/def2-TZVPD) of C6H18BrNNbO as an isolated structure.

Geometry as ORCA input:
```
! RIJCOSX wB97M-V def2-TZVPD def2/J DEFGRID3
* xyz -1 1
C 1.344 1.133 2.637
C -0.112 0.369 2.943
O -1.059 0.791 1.905
C -1.839 -0.319 1.348
C -1.709 -0.209 -0.301
Nb -0.297 -1.779 -1.193
Br -2.246 -2.728 -2.785
C 0.300 -0.267 -2.779
C 0.985 1.115 -2.236
N 1.852 0.975 -1.006
H 2.034 0.318 2.136
H 1.099 1.993 1.871
H 1.799 1.581 3.629
H 0.114 -0.777 2.988
H -0.417 0.733 4.034
H -2.981 -0.116 1.626
H -1.580 -1.381 1.762
H -1.293 0.866 -0.587
H -2.744 -0.340 -0.857
H -0.790 -3.049 0.048
H 0.789 -3.040 -1.987
H 1.067 -1.358 -0.076
H -0.692 0.051 -3.360
H 0.960 -0.840 -3.585
H 1.709 1.491 -3.107
H 0.167 1.933 -2.022
H 1.203 0.940 -0.163
H 2.335 1.915 -0.883
*
```

**Highest occupied orbital energy**: -4.4633 eV